ORCA calculation (ωB97M-V with the def2-TZVPD basis set) on C6H15NO in the gas phase at a distorted geometry.

```
! wB97M-V def2-TZVPD RIJCOSX def2/J DEFGRID3
* xyz 0 1
C -2.47764 -0.37081 -0.88096
C -1.39028 0.09474 0.06890
C -1.50210 1.58662 0.43727
C 0.03979 -0.10486 -0.53365
C 1.22225 -0.03210 0.42346
N 1.24471 -1.13117 1.37900
C 2.58577 0.20135 -0.24703
O 3.04193 -1.00469 -0.91839
H -3.06161 0.49758 -1.18643
H -3.21502 -1.07486 -0.46434
H -2.13221 -0.99051 -1.70817
H -1.44707 -0.48579 0.99713
H -0.75997 1.83477 1.19777
H -1.42632 2.32307 -0.34476
H -2.44491 1.64280 1.00030
H 0.12405 -1.08147 -1.02904
H 0.16623 0.67629 -1.29173
H 1.12585 0.88274 1.03360
H 0.44413 -1.06692 1.99418
H 1.28061 -2.07313 1.01580
H 2.48850 0.88477 -1.09186
H 3.32385 0.50763 0.49361
H 2.76946 -1.71606 -0.34467
*
```

Computed properties:
- SMILES string = CC(C)C[C@@H](N)CO
- LUMO level (eV) = 0.9
- relative energy (zero: lowest compared OMol25 entry of this formula, charge and spin) (eV) = 1.4721
- Kohn-Sham gap (eV) = 10.384